[1]
C3H6INS | the ωB97M-V functional and the def2-TZVPD basis

```
12
Properties=species:S:1:pos:R:3:lowdin_charge:R:1
C -0.042 1.892 0.133 -0.392
C 0.248 -0.574 1.032 -0.572
C 0.313 -1.222 -0.254 -0.166
N -0.480 -0.821 2.028 0.159
S 1.193 1.181 0.882 0.652
I 3.498 -0.126 -0.087 0.087
H 0.192 2.882 -0.328 0.045
H -0.770 1.394 -0.408 -0.006
H -0.430 -2.044 -0.271 0.111
H 1.254 -1.522 -0.581 -0.053
H 0.034 -0.323 -0.907 0.092
H -0.430 -0.412 2.907 0.043
```

Results
HOMO-LUMO gap (alpha / beta), eV: 7.09 / 7.09
Largest force on an atom, eV/Å: 3.92
Multiplicity: 1
ΔE to the lowest compared entry with this formula, charge and spin, kJ/mol: 105.5
Total energy, Eh: -868.43997
HOMO (alpha / beta), hartree: -0.307 / -0.307

=====

[2]
C3H6INS | the ωB97M-V functional and the def2-TZVPD basis

```
12
Properties=species:S:1:pos:R:3:lowdin_spin:R:1
C -0.312 0.913 -0.142 0.087
C 0.808 0.569 0.855 0.047
C -1.150 -0.273 -0.512 0.675
N 0.641 -1.810 0.157 0.654
S 1.852 -0.717 0.184 0.362
I -1.874 -0.367 -2.499 0.106
H -0.911 1.575 0.449 0.026
H 0.252 1.551 -0.871 0.001
H 1.280 1.544 0.899 0.000
H 0.407 0.209 1.738 0.004
H -1.766 -0.691 0.266 0.021
H 0.774 -2.502 -0.523 0.019
```

Results
HOMO-LUMO gap (alpha / beta), eV: 7.60 / 8.38
Largest force on an atom, eV/Å: 2.30
Multiplicity: 3
ΔE to the lowest compared entry with this formula, charge and spin, kJ/mol: 101.6
Expectation value of S²: 2.01
Total energy, Eh: -868.39258
HOMO (alpha / beta), hartree: -0.258 / -0.346

=====

[3]
C3H6IPS | the ωB97M-V functional and the def2-TZVPD basis

```
12
Properties=species:S:1:pos:R:3:lowdin_charge:R:1
C -1.728 -1.610 -0.504 -1.061
C 1.781 1.909 -0.266 -0.127
C 2.087 0.970 0.605 -0.088
P -2.473 -0.627 0.635 0.329
S -1.776 -3.344 -0.371 0.654
I -2.002 1.605 -0.167 0.290
H -1.186 -1.275 -1.374 -0.016
H 1.447 1.687 -1.270 0.036
H -2.464 -3.389 0.775 -0.148
H 1.837 2.953 -0.011 0.044
H 2.436 1.200 1.597 0.043
H 2.039 -0.079 0.351 0.044
```

Results
HOMO-LUMO gap, eV: 8.15
Largest force on an atom, eV/Å: 0.78
Multiplicity: 1
ΔE to the lowest compared entry with this formula, charge and spin, kJ/mol: 24.0
SMILES string: S/C=P/I.C=C
Total energy, Eh: -1155.08731
HOMO, hartree: -0.308

=====

[4]
C3H6InO | the ωB97M-V functional and the def2-TZVPD basis

```
11
Properties=species:S:1:pos:R:3:lowdin_charge:R:1
In -19.810 -15.129 7.751 1.431
C -20.865 -10.993 11.068 0.242
C -20.313 -12.486 10.908 -0.145
O -20.269 -12.876 9.805 0.281
C -20.023 -13.320 12.178 0.188
H -21.402 -10.603 10.196 0.150
H -19.937 -10.405 11.239 0.192
H -21.581 -10.870 11.896 0.169
H -20.358 -12.861 13.112 0.151
H -18.926 -13.440 12.253 0.180
H -20.538 -14.288 12.097 0.163
```

Results
HOMO-LUMO gap, eV: 4.38
Largest force on an atom, eV/Å: 4.20
Charge: +3
Multiplicity: 1
ΔE to the lowest compared entry with this formula, charge and spin, kJ/mol: 87.2
Total energy, Eh: -381.75877
HOMO, hartree: -0.919

=====

[5]
C3H6InO | the ωB97M-V functional and the def2-TZVPD basis

```
11
Properties=species:S:1:pos:R:3:lowdin_charge:R:1
In -0.737 3.887 -2.089 1.285
C -0.173 -1.486 -0.585 0.264
C -0.076 0.121 -0.250 -0.110
O -0.290 0.896 -1.043 0.334
C 0.427 0.458 1.295 0.272
H -1.161 -1.826 -0.212 0.177
H 0.696 -1.975 -0.125 0.156
H -0.172 -1.598 -1.678 0.153
H 1.312 -0.171 1.457 0.156
H -0.451 0.161 1.899 0.170
H 0.625 1.532 1.330 0.144
```

Results
HOMO-LUMO gap, eV: 4.09
Largest force on an atom, eV/Å: 3.35
Charge: +3
Multiplicity: 1
ΔE to the lowest compared entry with this formula, charge and spin, kJ/mol: 29.3
Total energy, Eh: -381.78084
HOMO, hartree: -0.895

=====

[6]
C3H6MgO | the ωB97M-V functional and the def2-TZVPD basis

```
11
Properties=species:S:1:pos:R:3:lowdin_charge:R:1
O -0.347 0.487 -1.354 -0.063
C -0.061 0.086 -0.238 -0.422
C -0.790 0.568 0.995 0.023
C 1.042 -0.922 -0.009 0.023
H -1.567 1.300 0.721 0.098
H -0.084 1.048 1.694 0.123
H -1.272 -0.281 1.510 0.123
H 1.823 -0.492 0.641 0.123
H 0.639 -1.827 0.476 0.123
H 1.504 -1.212 -0.968 0.098
Mg -0.888 1.245 -3.467 1.750
```

Results
HOMO-LUMO gap, eV: 5.45
Largest force on an atom, eV/Å: 4.80
Charge: +2
Multiplicity: 1
Total energy, Eh: -392.51496
HOMO, hartree: -0.697

=====

[7]
C3H6MgO4SZn | the ωB97M-V functional and the def2-TZVPD basis

```
16
Properties=species:S:1:pos:R:3:lowdin_charge:R:1
Zn 0.615 1.524 0.510 0.813
S 3.334 0.816 -0.418 0.658
O 2.928 -0.692 0.116 -0.807
O 2.570 1.883 0.545 -0.775
O -0.011 1.004 -1.234 -0.366
C -1.298 0.474 -1.192 -0.345
C -1.511 -0.737 -0.273 -0.211
O -0.326 -1.129 0.413 -0.372
C 0.020 -0.211 1.550 -0.160
Mg 1.294 -1.106 -0.775 0.973
H -1.514 0.111 -2.217 0.114
H -2.018 1.254 -0.871 0.116
H -1.775 -1.616 -0.880 0.126
H -2.301 -0.537 0.467 0.127
H 0.840 -0.773 2.031 0.061
H -0.846 -0.266 2.229 0.048
```

Results
HOMO-LUMO gap, eV: 4.52
Largest force on an atom, eV/Å: 2.22
Multiplicity: 1
ΔE to the lowest compared entry with this formula, charge and spin, kJ/mol: 0.0
Total energy, Eh: -2796.42578
HOMO, hartree: -0.228

=====

[8]
C3H6N | the ωB97M-V functional and the def2-TZVPD basis

```
10
Properties=species:S:1:pos:R:3:lowdin_charge:R:1
C -0.091 1.039 -0.247 0.008
C 0.162 -0.388 -0.630 -0.117
C -0.469 -0.187 0.631 0.010
N 0.867 -0.633 0.650 0.125
H 0.798 1.615 0.086 0.122
H -0.887 1.552 -0.917 0.160
H 0.311 -0.967 -1.604 0.205
H -3.328 -0.490 0.131 0.108
H 1.008 -1.574 0.940 0.174
H 1.628 0.034 0.959 0.205
```

Results
HOMO-LUMO gap (alpha / beta), eV: 12.56 / 7.36
Largest force on an atom, eV/Å: 3.12
Charge: +1
Multiplicity: 1
ΔE to the lowest compared entry with this formula, charge and spin, kJ/mol: 697.3
Total energy, Eh: -172.09303
HOMO (alpha / beta), hartree: -0.592 / -0.541

=====

[9]
C3H6N | the ωB97M-V functional and the def2-TZVPD basis

```
10
Properties=species:S:1:pos:R:3:lowdin_charge:R:1
C -2.324 0.270 0.018 0.274
C -1.154 -0.213 -0.089 -0.086
C 1.174 0.408 -0.021 -0.044
N 0.161 -0.613 -0.054 -0.032
H -3.260 0.545 0.226 0.019
H 1.219 1.164 0.798 0.128
H 2.257 0.070 0.266 0.147
H 1.240 0.841 -1.075 0.139
H 0.257 -1.288 -0.865 0.228
H 0.431 -1.185 0.797 0.226
```

Results
HOMO-LUMO gap, eV: 11.64
Largest force on an atom, eV/Å: 10.85
Charge: +1
Multiplicity: 1
ΔE to the lowest compared entry with this formula, charge and spin, kJ/mol: 274.3
SMILES string: C#C[NH2+]C
Total energy, Eh: -172.25415
HOMO, hartree: -0.582

=====

[10]
C3H6N | the ωB97M-V functional and the def2-TZVPD basis

```
10
Properties=species:S:1:pos:R:3:lowdin_spin:R:1
C -1.074 0.213 0.703 0.778
C -1.439 -0.098 -0.700 0.167
C 1.338 0.164 -0.085 0.122
N -0.065 0.068 -0.015 0.722
H -1.404 0.802 1.912 0.020
H -1.935 -0.997 -1.057 0.046
H -1.844 0.717 -1.210 0.049
H 1.617 0.766 0.764 0.024
H 1.726 0.461 -1.023 0.009
H 1.664 -0.817 0.241 0.062
```

Results
HOMO-LUMO gap (alpha / beta), eV: 9.18 / 7.74
Largest force on an atom, eV/Å: 15.08
Charge: +1
Multiplicity: 3
ΔE to the lowest compared entry with this formula, charge and spin, kJ/mol: 259.0
Expectation value of S²: 2.01
Total energy, Eh: -172.08010
HOMO (alpha / beta), hartree: -0.461 / -0.641

=====

Among the records above, which one has the highest largest force on an atom? number 10